i) The following is a quantum chemistry calculation of an isolated molecule of C17H19NO5, from OMol25.

Positions of all 42 atoms, in Å:
C: 1.4742 5.7960 1.9331
H: 2.0975 6.6625 1.6802
O: 0.6850 5.4024 0.8365
C: 1.3876 5.2150 -0.3630
C: 2.3318 4.0027 -0.3641
H: 2.7614 3.8977 -1.3662
H: 3.1274 4.1135 0.3744
O: 1.6460 2.8131 -0.0058
C: 0.9132 2.2320 -0.9675
O: 0.8742 2.6177 -2.1193
C: 0.1804 1.0729 -0.4967
C: 0.0337 0.4842 0.7494
C: -0.8417 -0.6176 0.5594
C: -1.1866 -0.6564 -0.7910
N: -0.5701 0.3574 -1.4081
H: -0.6140 0.6103 -2.3841
C: -2.0659 -1.6682 -1.4270
H: -3.0836 -1.2716 -1.5088
H: -1.7181 -1.9089 -2.4340
C: -2.0861 -2.9241 -0.5465
C: -0.7983 -3.6838 -0.6367
C: 0.4732 -3.3276 -0.9775
C: 1.2634 -4.4962 -0.8398
C: 0.4156 -5.4725 -0.4248
O: -0.8330 -4.9918 -0.3014
H: 0.5678 -6.5076 -0.1928
H: 2.3139 -4.5863 -1.0244
H: 0.8175 -2.3616 -1.2840
H: -2.8848 -3.5939 -0.8851
C: -2.3727 -2.5440 0.9159
C: -1.3476 -1.5884 1.5145
O: -1.0379 -1.6424 2.6854
H: -3.3455 -2.0466 0.9754
H: -2.4153 -3.4392 1.5382
C: 0.6481 0.9171 2.0272
H: 1.7285 0.7850 1.9864
H: 0.2483 0.3269 2.8462
H: 0.4537 1.9743 2.1975
H: 1.9784 6.1092 -0.6161
H: 0.6188 5.0644 -1.1246
H: 0.7779 6.0699 2.7235
H: 2.1165 4.9842 2.2901

ii) The following is a quantum chemistry calculation of an isolated molecule of C17H19NO5, from OMol25.

Positions of all 42 atoms, in Å:
C: 3.7960 -4.7042 -0.5098
H: 3.4327 -5.6269 -0.0465
O: 2.7967 -3.7132 -0.5399
C: 2.2799 -3.2782 0.6311
C: 2.6572 -3.7081 1.8934
C: 2.0545 -3.1866 3.0365
C: 1.0723 -2.2326 2.9440
C: 0.6666 -1.7760 1.6829
C: 1.2678 -2.2977 0.5325
O: 0.9091 -1.8964 -0.7082
C: -0.0543 -0.9601 -0.9336
O: -0.3158 -0.6755 -2.0758
C: -0.6888 -0.3729 0.2514
C: -0.3548 -0.7926 1.4909
H: -0.8591 -0.3860 2.3563
C: -1.8491 0.5575 0.0443
O: -2.9338 0.2914 0.5321
N: -1.6264 1.6506 -0.7070
C: -0.3417 2.1566 -1.1227
H: 0.4584 1.5139 -0.7579
H: -0.3038 2.1848 -2.2171
C: -0.1481 3.5786 -0.5616
C: 1.1391 4.2046 -1.0785
H: 1.9953 3.6056 -0.7819
H: 1.1035 4.2697 -2.1622
H: 1.2444 5.2078 -0.6761
O: -1.2190 4.4151 -0.9391
C: -2.4689 3.9308 -0.4817
C: -3.5415 4.9168 -0.9184
H: -3.3212 5.9009 -0.5151
H: -3.5580 4.9841 -2.0025
H: -4.5142 4.5909 -0.5623
C: -2.7252 2.5291 -1.0493
H: -3.6396 2.1021 -0.6364
H: -2.8004 2.5883 -2.1406
H: -2.4434 3.8618 0.6207
H: -0.1196 3.5096 0.5424
H: 0.6011 -1.8277 3.8255
H: 2.3719 -3.5460 4.0032
H: 3.4246 -4.4566 2.0053
H: 4.0449 -4.8978 -1.5516
H: 4.6901 -4.3573 0.0181

Most stable of them? ii).

i) The following is a quantum chemistry calculation of a 2-piece molecular cluster, C8H20ClNO overall, from OMol25.

Positions of all 31 atoms, in Å:
C: 2.8299 0.1784 0.4485
C: 1.3796 -0.3202 0.0968
N: 0.3276 0.7211 -0.0841
C: 0.0551 1.4139 1.2171
C: 0.8235 1.6952 -1.0575
C: 1.1255 1.2976 -2.4649
C: -0.8782 -0.0133 -0.5951
C: -1.6355 -0.8400 0.4802
O: -2.5924 -1.6308 -0.2645
C: -3.4318 -2.4298 0.4955
H: 3.2574 0.6169 -0.3083
H: 3.3788 -0.7210 0.6575
H: 2.6658 0.5229 1.3249
H: 1.1350 -1.0059 0.9654
H: 1.6054 -0.9916 -0.7611
H: 0.8803 2.0244 1.7084
H: -0.0784 0.7144 1.9854
H: -0.9585 1.8764 1.3780
H: 1.8511 2.2899 -0.7372
H: 0.1902 2.6310 -1.3644
H: 1.5020 2.0667 -3.0437
H: 0.3630 0.9790 -3.0179
H: 1.9840 0.4690 -2.5887
H: -0.5427 -0.7631 -1.4938
H: -1.6462 0.5969 -0.9881
H: -2.0958 -0.0065 1.0459
H: -1.0441 -1.6278 1.1402
H: -4.3588 -1.9072 0.8952
H: -2.8029 -2.9676 1.2726
H: -3.6530 -3.2357 -0.0312
Cl: 0.3640 -1.6332 3.6890

ii) The following is a quantum chemistry calculation of C8H20ClNO as an isolated structure, from OMol25.

Positions of all 31 atoms, in Å:
Cl: 19.7385 12.3488 -1.1204
C: 14.5811 13.2388 -3.5536
C: 15.3195 14.5725 -3.3146
N: 16.7224 14.5602 -2.6625
C: 16.6389 13.5261 -1.3952
C: 17.6265 13.9608 -3.7483
C: 19.1010 13.8456 -3.2452
C: 17.0905 15.9730 -2.1354
C: 17.6073 16.9686 -3.2954
O: 16.4602 17.2057 -4.0725
C: 16.6525 18.2545 -5.1555
H: 15.1036 12.6697 -4.3225
H: 13.5606 13.4506 -3.8726
H: 14.4821 12.5931 -2.6810
H: 14.6980 15.0181 -2.5378
H: 15.3480 15.2955 -4.1298
H: 16.6030 12.5676 -1.9129
H: 15.8273 13.8158 -0.7279
H: 17.4829 13.6070 -0.7102
H: 17.6175 14.6361 -4.6038
H: 17.4003 12.9339 -4.0352
H: 19.8144 13.6319 -4.0411
H: 19.2559 12.9998 -2.5753
H: 19.4235 14.7684 -2.7628
H: 17.9297 15.9322 -1.4409
H: 16.2090 16.3874 -1.6463
H: 18.4183 16.6544 -3.9524
H: 17.8757 17.8980 -2.7931
H: 15.7423 18.3432 -5.7486
H: 17.4104 17.9632 -5.8827
H: 16.8561 19.2392 -4.7347

Most stable of them? ii).

i) The following is a quantum chemistry calculation of a 8-piece molecular cluster, H18NO7 overall, from OMol25.

Its net charge is +1.

Positions of all 26 atoms, in Å:
N: 46.1430 35.7930 0.4540
H: 45.7390 35.8660 -0.3820
H: 45.9400 36.6520 0.9840
H: 47.0840 35.8480 0.3820
H: 45.4890 35.0170 0.9740
O: 47.3500 33.8700 -1.0610
H: 46.7700 33.7460 -1.7930
H: 48.1250 34.0640 -1.5250
O: 47.9900 38.3560 0.5460
H: 48.4640 38.7640 1.3170
H: 48.6880 38.1280 0.0040
O: 43.3740 33.6470 2.0360
H: 43.3360 33.3620 1.1070
H: 44.2130 33.4380 2.4040
O: 44.7720 38.5460 -0.0410
H: 43.9020 38.6440 0.3980
H: 45.2690 39.3640 0.2690
O: 46.1010 37.6940 -1.7840
H: 45.7560 38.2380 -1.1790
H: 45.3410 37.1290 -2.1580
O: 43.8940 36.0380 -1.9110
H: 43.2990 36.6420 -2.2950
H: 43.8440 35.0520 -2.3540
O: 45.9990 33.2850 2.8340
H: 46.0930 33.8150 3.7230
H: 46.6630 32.6080 2.9930

ii) The following is a quantum chemistry calculation of a 8-piece molecular cluster, H18NO7 overall, from OMol25.

Its net charge is +1.

Positions of all 26 atoms, in Å:
N: -1.4303 -0.1413 0.7610
H: -0.9505 -1.0488 0.5877
H: -0.9957 0.3434 1.5445
H: -1.3181 0.4061 -0.1060
H: -2.3478 -0.3182 1.1609
H: 0.6886 2.7692 -3.3216
H: 0.5703 2.8702 -1.8150
O: 0.3397 2.2961 -2.5583
H: -2.4167 3.1196 2.1589
H: -1.2232 2.4220 2.6714
O: -2.1016 2.2202 2.3185
H: -1.1384 1.4861 -1.9458
H: -2.5874 1.4449 -2.3229
O: -2.0074 1.1838 -1.5931
H: 3.3680 -3.5030 -0.1187
H: 2.4541 -3.9657 0.8497
O: 2.4666 -3.2778 0.1663
H: -1.8224 -3.5610 -0.3960
H: -1.3673 -3.9952 1.0847
O: -1.4326 -3.2923 0.4356
H: 1.6675 -1.7452 -0.3138
H: 1.3427 -0.2401 0.0962
O: 0.9722 -1.1213 -0.0054
H: 3.0967 1.2800 -0.2674
H: 3.4794 2.3827 0.6626
O: 2.6936 1.9858 0.2659

Most stable of them? ii).